13
Properties=species:S:1:pos:R:3:nbo_charge:R:1 method="wB97M-V/def2-TZVPD" de_lowest_kcal_mol=159.90 e_homo_ev=-7.934 orbital_gap_ev=4.00
S 2.468 0.296 0.845 -0.659
O -2.416 -1.254 -1.189 -0.388
N -0.445 0.848 1.061 -0.689
C -0.379 -0.054 -1.318 -0.405
C -1.103 0.581 -0.124 0.000
C -1.387 -0.921 -0.514 0.191
H -0.656 0.333 -2.325 0.260
H -1.124 -1.658 0.271 0.199
H 0.593 0.520 0.994 0.397
H -0.976 0.332 1.815 0.390
H 3.408 1.162 1.326 0.144
H -1.895 1.231 -0.465 0.248
H 0.819 -0.195 -1.319 0.313